The following is a DFT calculation (the ωB97M-V functional and the def2-TZVPD basis) of a structure of composition C18H13F10N3Rh.

Results
Highest occupied orbital energy   -3.73 eV
Frontier orbital gap   6.619 eV
Net charge   -1
F_max   0.0196 Eh/bohr

Cartesian coordinates (Å):
Rh -0.0026 0.3207 0.2308
C 2.2848 -1.7011 -0.4457
N 2.1024 -0.3664 0.1142
C 2.7839 0.6715 -0.6817
C 1.9627 0.9952 -1.9133
N 0.6674 1.4623 -1.4688
C -0.0782 2.1772 -2.3341
C -0.9247 3.2248 -1.8985
F -0.9736 3.5452 -0.5908
C -1.7166 3.9710 -2.7368
F -2.4782 4.9651 -2.2397
C -1.7099 3.7711 -4.1131
F -2.4728 4.5132 -4.9332
C -0.8843 2.7763 -4.5908
F -0.8697 2.5156 -5.9139
C -0.1217 2.0118 -3.7340
F 0.5874 0.9985 -4.2944
C 2.4173 -0.3315 1.5445
C 1.4410 -1.1789 2.3501
N 0.0798 -1.0413 1.8343
C -0.8544 -1.8412 2.3746
C -1.8889 -2.3669 1.5965
F -1.9236 -2.1667 0.2647
C -2.9044 -3.1523 2.1022
F -3.8490 -3.6293 1.2656
C -2.9572 -3.5314 3.4352
F -3.9386 -4.3112 3.9133
C -1.9405 -3.0484 4.2425
F -1.9443 -3.3543 5.5549
C -0.9565 -2.2325 3.7314
F -0.0706 -1.7470 4.6417
H 3.3266 -2.0312 -0.3177
H 2.0371 -1.6973 -1.5037
H 1.6151 -2.3989 0.0515
H 3.7885 0.3231 -0.9738
H 2.8923 1.5446 -0.0381
H 1.9368 0.0962 -2.5445
H 2.5049 1.7481 -2.5021
H 2.3614 0.7172 1.8377
H 3.4396 -0.6977 1.7480
H 1.5889 -0.8712 3.3916
H 1.7579 -2.2323 2.3137
C -1.6598 1.0101 0.3701
H -2.0527 1.4610 1.2913
H -2.4030 1.1095 -0.4313